1.
13
Properties=species:S:1:pos:R:3:forces:R:3:nbo_charge:R:1 method="wB97M-V/def2-TZVPD" lumo_energy_ev=0.8458 e_homo_ev=-9.420 homo_lumo_gap_ev=10.266
C -0.5144 -0.9415 -0.5656 -0.3 -0.3 -0.2 0.61
H -0.7656 1.8691 -0.4996 0.2 -0.1 0.0 0.22
C 0.5258 0.1398 -0.2577 0.1 0.1 -0.2 -0.16
H 0.3088 1.5391 -1.8800 0.0 0.0 0.1 0.22
C -0.6516 -1.2113 0.9609 -0.2 -0.4 -0.5 -0.34
H -1.6313 -1.0003 1.3843 -0.2 -0.3 -0.1 0.21
H 0.9608 2.2517 -0.3856 -0.1 -0.1 -0.1 0.22
H 1.0561 -0.2529 1.7667 0.1 0.0 -0.1 0.37
H 1.5264 -0.1997 -0.5542 0.0 0.0 -0.2 0.20
H -0.3282 -2.2375 1.2408 0.0 0.6 -0.1 0.21
O -0.9954 -1.3782 -1.5750 0.3 0.3 0.8 -0.50
C 0.2378 1.5359 -0.7878 0.0 0.0 0.0 -0.61
N 0.2587 -0.0795 1.1731 0.1 0.2 0.5 -0.63

2.
13
Properties=species:S:1:pos:R:3:forces:R:3:nbo_charge:R:1 method="wB97M-V/def2-TZVPD" lumo_energy_ev=1.0302 e_homo_ev=-8.415 homo_lumo_gap_ev=9.445
H -1.3822 -1.1534 -1.0976 0.0 0.1 0.1 0.23
H 3.3011 0.3026 0.2675 -0.4 0.0 -0.3 0.20
C 2.3240 0.3529 0.7517 -0.3 -1.3 -0.3 -0.50
H 2.1188 1.3973 1.1198 0.0 -1.4 0.4 0.21
C -1.2010 -0.8710 -0.0602 -0.2 0.1 -0.2 -0.50
C 0.0572 -0.0873 0.1819 0.4 0.0 -0.6 0.52
H 2.0941 -0.7973 1.0541 2.2 2.1 2.7 0.33
H -2.4195 0.9814 -0.3206 0.1 0.0 0.1 0.18
H -1.3429 -1.7441 0.5881 0.2 0.3 -0.1 0.23
O -0.5689 1.0340 0.6824 -0.1 0.1 0.4 -0.50
C -1.8609 0.4254 0.4362 -0.5 0.0 0.1 -0.06
N 1.2694 -0.2959 0.0022 -1.3 0.2 -2.2 -0.51
H -2.4263 0.3564 1.3659 0.0 0.0 -0.1 0.18

3.
13
Properties=species:S:1:pos:R:3:forces:R:3:nbo_charge:R:1 method="wB97M-V/def2-TZVPD" lumo_energy_ev=0.9992 e_homo_ev=-9.638 homo_lumo_gap_ev=10.637
C -0.2146 -0.5746 0.5142 -0.2 0.2 0.4 -0.10
N 0.4112 -0.1223 1.8013 0.0 0.1 0.2 -0.58
H -0.7807 1.4076 0.1531 -0.2 0.2 -0.1 0.25
H -1.1039 1.3415 -2.3792 0.1 -0.2 0.2 0.10
H 0.4066 -0.9641 2.3854 -0.2 0.5 0.1 0.34
O 0.5824 0.2562 -2.2825 -0.5 0.0 0.4 -0.52
C 1.2462 -0.4512 0.6538 0.3 0.0 -0.1 -0.25
H -2.0039 0.2746 -0.4113 0.1 0.1 0.1 0.23
C -0.4340 0.6735 -1.7846 0.3 -0.1 0.0 0.45
H 1.6529 0.4578 0.2198 0.1 -0.3 -0.2 0.21
H -0.7711 -1.4515 0.8060 0.2 -0.6 -1.1 0.21
C -0.9215 0.4456 -0.3549 0.0 0.1 0.2 -0.54
H 1.9304 -1.2931 0.6788 -0.2 0.0 0.0 0.20

4.
13
Properties=species:S:1:pos:R:3:forces:R:3:nbo_charge:R:1 method="wB97M-V/def2-TZVPD" lumo_energy_ev="-0.9136 / -0.2298" e_homo_ev="-8.790 / -9.190" homo_lumo_gap_ev="7.877 / 8.960"
C -1.6191 -0.5358 0.6184 -0.1 0.1 -0.1 -0.52
H 0.4583 -1.7652 -0.6486 0.3 -0.3 0.3 0.21
H -2.5159 -1.1173 0.3606 0.7 -0.2 -0.3 0.23
C -1.7702 0.8122 0.2367 0.3 1.1 -0.6 0.22
C 1.2789 0.3104 -0.3010 -0.8 0.2 -0.3 -0.18
H 2.1298 0.6763 1.4099 -0.1 -0.1 0.0 0.48
N -1.7715 1.9014 -0.1717 0.0 -0.6 0.4 -0.38
H 0.3907 -0.5234 -2.0052 -0.8 -0.2 0.5 0.20
H 0.5291 1.1693 -0.4521 1.4 -0.1 0.5 0.22
C 0.4592 -0.7323 -0.9251 -0.3 -0.2 -0.1 -0.20
O 1.5834 -0.0200 1.0275 -0.1 0.3 0.4 -0.71
H 2.2389 0.4617 -0.8621 -0.9 0.2 0.0 0.20
H -1.3638 -0.6385 1.6866 0.4 -0.2 -0.7 0.23

5.
13
Properties=species:S:1:pos:R:3:forces:R:3:nbo_charge:R:1 method="wB97M-V/def2-TZVPD" lumo_energy_ev=0.6954 e_homo_ev=-9.844 homo_lumo_gap_ev=10.539
N -1.6789 0.7937 -1.4006 0.5 0.2 0.0 -0.61
H 0.9288 -1.2874 1.6638 0.4 -0.7 0.4 0.22
H 1.6119 -1.2344 0.0185 -0.5 -0.1 0.2 0.22
H -0.2024 -0.5555 -1.7898 -0.2 0.0 -0.1 0.18
H -1.0612 0.1307 1.0953 0.4 -0.1 -0.2 0.21
C 1.0390 -0.6846 0.7807 -0.7 -0.8 0.4 -0.64
H -2.0447 1.3157 -0.5985 -0.2 -0.3 0.0 0.32
C -0.5079 -0.4938 0.3733 1.0 0.1 0.3 -0.47
O 0.9494 2.1700 0.0022 -0.1 -0.3 -0.4 -0.52
H -1.0112 -1.4851 0.3856 0.6 0.4 0.2 0.24
C -0.7557 0.0011 -1.0283 -1.2 -0.7 -0.2 0.10
C 0.9903 1.2170 -0.6134 1.3 2.5 -0.4 0.53
H 1.7426 0.1125 1.1111 -1.2 -0.1 -0.3 0.23

6.
13
Properties=species:S:1:pos:R:3:forces:R:3:nbo_charge:R:1 method="wB97M-V/def2-TZVPD" lumo_energy_ev=0.2435 e_homo_ev=-9.387 homo_lumo_gap_ev=9.630
C 0.3136 0.9880 1.6440 -0.5 0.8 -2.0 -0.71
H -0.0037 -2.1573 -0.9897 -0.1 0.0 0.1 0.23
C -0.4555 -1.2608 -1.4129 -0.3 0.0 -0.1 -0.67
C 0.0267 -0.0486 -0.6799 1.1 -2.0 0.8 0.21
N 0.8648 0.6975 -1.2594 -0.6 1.0 -0.4 -0.59
O -1.1045 -0.8966 1.2904 0.5 -0.2 -0.1 -0.52
H 1.3816 1.1008 1.4800 0.1 0.0 0.4 0.24
H -1.5337 -1.3517 -1.2898 0.0 -0.1 -0.1 0.23
H -0.0267 1.0071 2.6743 0.0 0.4 -0.2 0.25
C -0.2591 -0.1413 0.8793 -1.1 0.6 -1.1 0.52
H 1.1321 1.5355 -0.7470 0.3 -0.3 0.4 0.33
H -0.1567 1.7341 0.8721 0.6 -0.1 2.2 0.24
H -0.1788 -1.2066 -2.4614 -0.1 0.1 0.0 0.23

7.
13
Properties=species:S:1:pos:R:3:forces:R:3:nbo_charge:R:1 method="wB97M-V/def2-TZVPD" lumo_energy_ev=0.8534 e_homo_ev=-9.402 homo_lumo_gap_ev=10.256
C -0.6906 -0.7210 -0.5995 -2.1 1.5 -0.4 -0.38
H 0.6470 1.2772 1.1574 -0.1 -0.4 0.0 0.21
C -1.1584 -0.6285 0.8022 -0.8 -0.4 0.5 -0.25
H -0.7875 -1.6707 -1.1423 -0.1 0.8 0.1 0.23
H -1.6596 -1.5038 1.1779 -0.2 0.0 0.5 0.21
H 1.5237 0.1557 -1.5735 -0.5 -0.1 0.1 0.15
H 2.0395 0.1845 0.9027 0.3 0.0 0.1 0.21
C 1.0278 0.4160 0.5916 0.7 0.0 0.2 -0.34
N 0.2359 -0.8087 0.6140 -0.2 0.2 -1.3 -0.35
O 0.3543 1.7913 -1.1595 1.1 -0.6 -0.5 -0.60
H -1.4946 0.3510 1.1420 -0.1 -0.3 0.0 0.20
H -0.9698 0.4057 -1.0628 0.8 -4.2 0.7 0.29
C 0.9323 0.7513 -0.8502 1.4 3.6 -0.1 0.43

8.
13
Properties=species:S:1:pos:R:3:forces:R:3:nbo_charge:R:1 method="wB97M-V/def2-TZVPD" lumo_energy_ev=0.8111 e_homo_ev=-7.981 homo_lumo_gap_ev=8.793
C -1.4768 -0.5708 0.0535 -0.2 0.0 0.1 -0.24
H 2.5627 0.4687 1.1713 -0.1 -0.1 0.0 0.23
H 2.4027 -1.0157 0.1850 -0.1 0.1 0.1 0.24
H -1.1948 1.4029 -0.7687 0.0 -0.2 0.0 0.43
O 0.8150 1.6278 -0.2303 0.0 -0.3 0.0 -0.64
H 1.3983 -0.8094 1.6206 0.0 0.0 -0.1 0.22
C 1.8649 -0.2757 0.7839 0.0 0.0 0.0 -0.70
C 0.8064 0.4045 -0.0544 0.1 0.1 0.0 0.50
H -1.8099 0.2719 -1.9233 0.1 0.0 0.2 0.41
C -0.1925 -0.4583 -0.6665 0.1 0.0 0.0 -0.28
H -1.6523 -0.0856 1.0173 0.1 -0.1 -0.1 0.19
N -1.3507 0.4245 -1.0342 -0.2 0.2 -0.2 -0.56
H -2.1732 -1.3848 -0.1541 0.2 0.1 0.0 0.20

9.
13
Properties=species:S:1:pos:R:3:forces:R:3:nbo_charge:R:1 method="wB97M-V/def2-TZVPD" lumo_energy_ev=1.0685 e_homo_ev=-9.338 homo_lumo_gap_ev=10.406
H 1.3575 0.3706 -1.5062 0.0 -0.1 0.1 0.19
H 1.3541 0.6971 1.2716 0.1 0.1 -0.2 0.49
H -1.7432 1.0044 1.1148 0.5 -0.3 0.2 0.35
N -0.7967 0.6175 0.9798 0.4 0.4 0.2 -0.61
O 1.8315 0.7007 0.4241 0.0 0.1 0.2 -0.70
C 0.9172 0.2347 -0.5192 0.0 0.0 -0.4 0.11
H 0.4717 -1.8512 -1.1434 -0.5 0.3 0.2 0.22
H -0.9296 1.6706 -0.9336 0.0 0.0 -0.2 0.21
C -1.0285 -0.5249 -0.0947 0.4 0.3 1.5 -0.13
H 0.6371 -1.7149 0.6252 0.4 0.1 0.0 0.21
C 0.3198 -1.1925 -0.2761 0.1 0.0 0.3 -0.45
C -0.5082 0.8270 -0.4058 0.1 0.5 -0.3 -0.11
H -1.8827 -0.8391 0.4636 -1.3 -1.0 -1.5 0.24

10.
13
Properties=species:S:1:pos:R:3:forces:R:3:nbo_charge:R:1 method="wB97M-V/def2-TZVPD" lumo_energy_ev=0.5052 e_homo_ev=-7.772 homo_lumo_gap_ev=8.277
H -1.7335 0.5391 -0.4197 0.1 0.1 0.1 0.19
H 1.9892 -0.1712 0.6463 -0.1 -0.1 -0.1 0.20
N -0.0038 -0.0873 1.4381 -0.1 0.3 0.3 -0.63
C -0.7077 0.8807 -0.6172 -0.2 0.1 0.0 -0.51
C 0.1593 1.3210 0.6349 0.0 -0.2 -0.1 -0.16
H -0.9106 -0.5168 1.3625 0.0 -0.4 -0.3 0.40
H -0.7723 1.6676 -1.3757 0.1 -0.1 0.2 0.23
H 0.4058 -0.1735 2.3585 -0.1 0.4 -0.1 0.42
C 0.9682 0.0545 0.3461 0.4 -0.2 0.0 -0.16
C 0.3038 -0.2470 -0.9660 0.2 0.3 0.0 0.07
H 0.9597 0.0567 -1.7863 -0.1 0.0 0.1 0.19
H -0.4681 -1.9397 -0.4467 0.0 -0.1 -0.2 0.45
O -0.1031 -1.5639 -1.2573 -0.1 -0.1 0.2 -0.70

11.
13
Properties=species:S:1:pos:R:3:forces:R:3:nbo_charge:R:1 method="wB97M-V/def2-TZVPD" lumo_energy_ev=1.0282 e_homo_ev=-9.757 homo_lumo_gap_ev=10.785
H -1.7029 -1.2848 -1.0678 0.1 0.1 0.1 0.20
H 1.6503 -0.9030 -1.0300 0.0 0.1 0.1 0.22
H 2.5332 0.6250 -0.8454 -0.1 -0.1 0.1 0.25
H 2.5455 -0.5382 0.4852 -0.1 0.1 -0.1 0.24
H -2.5042 1.0275 -0.2783 0.1 -0.1 0.1 0.21
C -1.2536 -0.8217 -0.1930 -0.1 -0.3 0.0 -0.24
C 1.9310 -0.1230 -0.3180 0.0 0.0 0.0 -0.72
H -1.6475 0.7496 1.3303 0.0 -0.1 -0.2 0.22
O 0.8031 1.3139 1.2345 0.0 -0.2 -0.3 -0.57
N -0.4665 0.3772 -0.4318 0.2 0.1 0.0 -0.45
H -0.9014 -1.5169 0.5685 0.0 0.1 -0.1 0.20
C -1.7169 0.5167 0.2704 -0.2 0.1 0.1 -0.24
C 0.7300 0.5776 0.2755 0.1 0.1 0.2 0.69

12.
13
Properties=species:S:1:pos:R:3:forces:R:3:nbo_charge:R:1 method="wB97M-V/def2-TZVPD" lumo_energy_ev=0.5774 e_homo_ev=-8.206 homo_lumo_gap_ev=8.784
C -1.2094 -0.0276 -0.9718 0.4 -0.9 0.2 0.15
C 0.4212 0.3645 0.8310 0.0 0.3 0.1 -0.45
H 2.4218 0.8917 0.2390 -0.1 -0.1 -0.1 0.22
H -2.6711 -0.4917 0.7968 0.0 -0.3 0.3 0.49
H 0.2615 1.3217 1.3226 0.4 0.2 0.3 0.23
O -1.8138 -0.4705 1.2435 -0.4 0.6 0.1 -0.65
H 0.7153 -0.3606 1.6045 -0.2 0.2 -0.1 0.23
H 1.2299 1.1708 -1.0366 0.0 -0.1 0.1 0.22
C 1.5207 0.4883 -0.2322 0.0 0.1 0.0 -0.61
N -1.0993 -0.8148 -1.9532 -0.2 0.6 -0.1 -0.61
C -0.9251 -0.0128 0.3219 0.4 -0.2 -0.1 0.25
H -0.6490 -1.5940 -1.4657 0.0 -0.7 -1.0 0.33
H 1.7974 -0.4651 -0.6997 -0.2 0.1 0.2 0.21

The records above yield energy values of -286.56919, -286.47724, -286.54084, -286.45428, -286.52745, -286.56783, -286.47581, -286.50962, -286.49960, -286.44746, -286.57545, -286.50942 hartree, respectively.
The records above yield relative energy (zero: lowest compared OMol25 entry of this formula, charge and spin) values of 1.699, 4.202, 2.471, 4.826, 2.835, 1.737, 4.240, 3.321, 3.593, 5.012, 1.529, 3.326 eV, respectively.